Entry 1:
The following is a DFT calculation (ωB97M-V/def2-TZVPD) of a structure of composition C4H4N2.

Summary:
HOMO ... -8.290 eV
Molecular weight ... 80.09 g mol⁻¹
ΔE to the lowest compared entry with this formula, charge and spin ... 116.8 kcal per mole
Calculated total energy ... -264.14033 a.u.
Frontier orbital gap ... 8.79 eV

Last column: Löwdin charge in e.
Geometry (Å):
N (1.1882, 0.3112, -1.0560)  0.049
C (0.2913, 0.0460, 0.0223)  -0.406
C (-1.1206, 0.0985, -0.1129)  -0.123
C (-2.3060, 0.1014, -0.3345)  0.108
C (0.8062, -0.5831, 1.0751)  -0.214
N (1.2950, -1.0338, 2.0988)  0.203
H (1.0692, -0.4372, -1.7314)  0.080
H (0.9369, 1.1791, -1.5155)  0.078
H (1.1915, 0.2156, 2.0884)  0.207
H (-3.3517, 0.1024, -0.5342)  0.019

Atomic forces in eV per Å
N -0.025 -0.031 -0.431
C -0.298 -0.524 -0.284
C -0.648 -0.082 -0.275
C 0.258 0.095 0.082
C -0.548 -0.617 -1.168
N -0.248 3.689 0.094
H 0.197 0.198 -0.226
H 0.088 -0.020 0.044
H 1.156 -2.738 2.102
H 0.069 0.031 0.062



Entry 2:
The following is a DFT calculation (ωB97M-V/def2-TZVPD) of a structure of composition C44H77F6HfN3O16S2.

Summary:
HOMO ... -12.328 eV
Molecular weight ... 1260.72 g mol⁻¹
Calculated total energy ... -4533.61371 a.u.
Frontier orbital gap ... 3.90 eV
Net charge ... +2

Last column: Löwdin charge in e.
Geometry (Å):
Hf (-2.7891, -0.4878, 1.6498)  2.189
C (-5.2626, -1.7351, -2.8873)  -0.029
C (-5.7392, -1.3356, -1.4790)  -0.481
C (-7.2693, -1.6063, -1.3732)  -0.133
C (-7.7399, -3.0616, -1.2550)  -0.149
C (-6.8164, -3.7126, -0.2120)  -0.137
C (-5.2560, -3.5514, -0.3238)  -0.468
N (-5.0783, -2.0906, -0.3740)  -0.105
O (-3.7466, -1.6358, -0.1693)  -0.288
C (-4.6851, -4.4085, -1.4652)  -0.020
C (-4.7797, -4.0930, 1.0668)  -0.029
C (-5.5429, 0.1850, -1.3655)  -0.038
H (-4.1884, -1.9068, -2.7990)  0.065
H (-5.3917, -0.9783, -3.6612)  0.098
H (-5.8064, -2.5992, -3.2646)  0.075
H (-7.8086, -1.2105, -2.2371)  0.128
H (-7.6026, -1.0160, -0.5153)  0.118
H (-7.5432, -3.5852, -2.1932)  0.104
H (-8.7809, -3.2346, -0.9940)  0.124
H (-6.9883, -4.7628, -0.4769)  0.121
H (-7.1838, -3.6271, 0.8098)  0.118
H (-4.5430, -5.4592, -1.2121)  0.098
H (-3.7330, -4.0275, -1.8349)  0.067
H (-5.3905, -4.3826, -2.2944)  0.074
H (-5.0437, -3.3830, 1.8494)  0.077
H (-3.6866, -4.1544, 1.1118)  0.040
H (-5.0488, -5.1457, 1.1252)  0.101
H (-6.2534, 0.6478, -2.0521)  0.100
H (-4.5611, 0.5617, -1.6386)  0.046
H (-5.9041, 0.5114, -0.3852)  0.082
C (1.4812, 1.5089, 1.0346)  -0.609
F (2.1040, 2.2454, 0.1487)  0.197
F (2.2063, 1.2416, 2.0913)  0.178
F (0.3832, 2.1901, 1.4205)  0.097
S (0.7139, -0.1505, 0.2962)  0.732
O (1.1927, -0.3653, -1.0431)  -0.245
O (1.0502, -1.1884, 1.2338)  -0.283
N (-1.0733, 0.1463, 0.3016)  -0.397
S (-1.2375, 1.0412, -1.0134)  0.591
O (-2.5740, 1.5554, -0.7297)  -0.317
O (-0.3013, 2.0200, -1.4353)  -0.202
C (-1.5075, -0.1623, -2.4569)  -0.658
F (-1.6477, -1.4045, -2.0669)  0.159
F (-2.5927, 0.2539, -3.0900)  0.162
F (-0.5209, 0.1109, -3.3060)  0.149
C (4.0683, 3.5440, -4.5608)  -0.055
C (3.8961, 2.4173, -3.7626)  -0.075
C (3.1037, 1.3629, -4.1349)  -0.004
C (2.4498, 1.4124, -5.3859)  -0.131
C (2.6320, 2.5443, -6.1953)  0.007
C (3.4986, 3.5744, -5.8350)  -0.050
N (1.7351, 0.2260, -5.8378)  -0.345
O (1.2791, 0.2081, -6.9692)  0.091
O (1.6884, -0.7583, -5.1179)  0.048
H (4.7235, 4.3557, -4.2772)  0.114
H (4.4480, 2.4575, -2.8319)  0.081
H (2.9890, 0.4223, -3.6133)  0.102
H (2.1925, 2.5634, -7.1837)  0.119
H (3.7359, 4.3937, -6.4974)  0.112
C (-1.9052, 3.0693, 4.5683)  0.017
C (-2.1227, 2.6924, 3.1584)  -0.359
O (-2.3777, 1.5493, 2.7424)  -0.124
C (-1.7734, 3.7557, 2.1300)  0.007
H (-0.9576, 2.7328, 4.9924)  0.085
H (-2.6366, 2.5698, 5.2120)  0.109
H (-1.9405, 4.1313, 4.8000)  0.113
H (-1.6031, 3.3377, 1.1440)  0.054
H (-0.8804, 4.3222, 2.4077)  0.093
H (-2.5061, 4.5673, 2.1548)  0.127
C (3.0776, 5.8709, 4.5172)  0.012
C (2.3473, 4.9348, 3.5505)  -0.488
O (1.4582, 4.1603, 3.8497)  0.022
C (2.8004, 4.9641, 2.1412)  -0.003
H (3.7804, 5.3014, 5.1212)  0.087
H (2.2996, 6.4149, 5.0529)  0.092
H (3.5823, 6.6007, 3.8898)  0.075
H (3.1550, 3.9525, 1.9434)  0.071
H (3.5398, 5.7438, 1.9846)  0.089
H (1.9242, 5.2032, 1.5335)  0.086
C (1.3089, 4.9144, -1.7242)  -0.015
C (-0.1222, 5.1286, -1.3385)  -0.477
O (-0.4887, 5.1287, -0.1820)  0.047
C (-1.1055, 5.1658, -2.4983)  -0.016
H (1.9890, 5.1157, -0.8972)  0.075
H (1.6835, 5.4169, -2.6166)  0.092
H (1.4403, 3.8620, -1.9936)  0.073
H (-0.7783, 4.6433, -3.4008)  0.082
H (-1.1653, 6.1920, -2.8736)  0.094
H (-2.1241, 4.8070, -2.3584)  0.082
C (-3.6333, -3.3036, -6.0394)  -0.023
C (-2.2294, -3.2638, -6.6669)  -0.494
O (-2.1022, -3.6392, -7.8032)  0.095
C (-1.1455, -2.7054, -5.8237)  -0.024
H (-3.7480, -4.1030, -5.3059)  0.077
H (-4.3784, -3.5333, -6.8000)  0.081
H (-3.8074, -2.2919, -5.6682)  0.068
H (-0.3336, -3.4073, -5.6394)  0.096
H (-1.4034, -2.3221, -4.8306)  0.051
H (-0.7983, -1.7458, -6.2166)  0.083
C (4.4830, 1.7618, 5.0306)  -0.030
C (5.5164, 0.7255, 4.8417)  -0.487
O (6.5022, 0.9675, 4.1598)  0.058
C (5.2493, -0.6633, 5.3899)  -0.011
H (4.9061, 2.7631, 4.9481)  0.088
H (4.0162, 1.6381, 6.0102)  0.088
H (3.6947, 1.7541, 4.2740)  0.065
H (4.1761, -0.7829, 5.5512)  0.063
H (5.6347, -0.6602, 6.4134)  0.097
H (5.6714, -1.4516, 4.7762)  0.077
C (3.9846, -3.0925, 0.5841)  -0.016
C (4.2994, -3.2347, 2.0737)  -0.457
O (3.8975, -2.4972, 2.9437)  0.041
C (5.0716, -4.5065, 2.5108)  -0.010
H (3.6024, -4.0116, 0.1415)  0.085
H (4.8807, -2.7901, 0.0414)  0.089
H (3.2278, -2.3173, 0.4670)  0.048
H (4.7311, -5.4265, 2.0358)  0.079
H (5.0157, -4.6584, 3.5869)  0.079
H (6.1223, -4.3586, 2.2521)  0.090
C (0.4284, 0.4258, 4.8063)  0.024
C (-0.0433, -0.8335, 4.1764)  -0.403
O (-0.9054, -0.7563, 3.2993)  -0.088
C (0.6109, -2.0918, 4.6161)  0.019
H (0.7798, 1.1169, 4.0370)  0.085
H (1.2873, 0.3747, 5.4725)  0.099
H (-0.4430, 0.8135, 5.3353)  0.097
H (-0.0991, -2.9153, 4.7545)  0.103
H (1.0180, -1.9706, 5.6188)  0.101
H (1.3364, -2.5895, 3.9706)  0.090
C (5.4048, 1.5378, 1.4192)  -0.015
C (5.0751, 1.6851, -0.0382)  -0.500
O (4.9302, 2.8175, -0.4519)  0.052
C (4.8536, 0.4496, -0.8503)  0.003
H (4.6655, 2.1592, 1.9248)  0.061
H (6.3932, 1.9195, 1.6661)  0.103
H (5.2834, 0.4882, 1.6838)  0.075
H (4.7664, -0.4366, -0.2233)  0.053
H (5.8379, 0.2610, -1.2930)  0.116
H (4.0485, 0.5641, -1.5701)  0.062
C (-1.2668, -4.2100, -0.3995)  0.037
C (-0.9275, -3.6095, 0.9336)  -0.398
O (-1.4941, -2.5699, 1.3005)  -0.108
C (0.1959, -4.1890, 1.7269)  0.033
H (-2.3014, -4.5424, -0.4689)  0.068
H (-0.5735, -5.0319, -0.5687)  0.102
H (-1.1502, -3.4525, -1.1750)  0.093
H (1.1530, -3.9834, 1.2462)  0.101
H (0.0581, -5.2707, 1.7602)  0.114
H (0.1214, -3.7338, 2.7091)  0.059

Atomic forces in eV per Å
Hf 4.155 -1.309 -4.916
C 0.496 -0.277 0.150
C -0.867 0.028 -1.108
C -1.011 0.351 0.073
C 2.490 0.583 0.512
C -0.529 -2.066 -0.989
C -1.077 -0.071 1.543
N 0.105 1.087 0.138
O 0.868 1.670 3.518
C -0.160 0.497 -0.397
C 1.573 0.515 -1.510
C -0.704 -0.370 0.315
H -0.026 -0.353 -0.426
H -0.165 0.355 0.367
H 0.363 -0.201 0.068
H 0.472 0.515 -0.109
H -0.235 -0.179 0.135
H -0.230 0.128 -0.164
H -0.015 0.408 0.022
H 0.310 -0.349 0.670
H 0.225 0.517 0.036
H -0.124 0.056 0.358
H -0.068 0.096 -0.003
H 0.181 -0.118 -0.113
H -0.681 -0.510 0.289
H 0.086 0.235 -0.191
H -0.742 0.254 0.633
H 0.040 -0.084 -0.126
H 0.045 -0.183 0.336
H 0.448 0.196 0.249
C -1.974 0.733 -0.524
F 0.251 -0.902 0.213
F 0.271 -0.313 -0.317
F 0.471 -0.214 0.304
S 1.207 -1.697 0.831
O -0.960 0.736 0.502
O -0.688 0.830 0.165
N 3.538 -1.244 1.254
S -4.571 1.575 -1.293
O -0.335 -0.392 0.252
O 0.850 -0.614 0.621
C 0.468 2.208 -0.896
F 0.531 -0.153 -0.254
F -0.668 -0.329 0.404
F 0.324 -1.332 0.433
C -0.114 -0.346 -1.166
C 0.540 0.956 0.811
C -0.816 -0.766 -1.398
C 1.202 1.500 1.031
C -0.043 -0.741 -0.822
C -0.356 -0.333 1.078
N -0.227 -0.839 -1.203
O 0.037 0.695 0.337
O 0.094 0.391 0.649
H 0.039 -0.095 0.269
H -0.212 -0.409 0.189
H 0.167 0.198 0.418
H -0.137 -0.109 0.031
H -0.279 -0.032 -0.159
C -1.052 -0.644 1.434
C 2.123 2.108 -1.696
O -1.691 -2.278 -0.157
C -0.208 -0.290 0.614
H 0.288 -0.043 -0.682
H -0.148 0.000 -0.058
H -0.097 0.082 -0.583
H -0.501 0.171 -0.058
H 0.244 -0.413 0.349
H -0.412 -0.254 -0.251
C -1.131 -0.098 -1.098
C 0.266 0.008 0.432
O -0.191 0.010 0.666
C -0.129 0.416 -0.260
H -0.123 0.195 0.273
H 0.279 -0.236 0.623
H 0.378 0.015 0.330
H 0.210 0.196 -0.501
H 0.271 -0.365 -0.285
H 0.037 -0.286 -0.205
C 0.865 -0.115 0.047
C -0.651 -0.934 -0.755
O 0.147 0.217 0.024
C -0.045 0.351 -0.920
H -0.095 0.058 0.036
H -0.426 0.398 0.038
H -0.247 -0.136 0.157
H 0.562 -0.234 0.291
H -0.089 0.184 0.289
H 0.089 0.146 0.806
C 0.221 0.104 -0.681
C -1.948 -0.589 -0.001
O 0.756 0.087 0.053
C 0.916 1.131 1.041
H 0.295 0.359 0.464
H 0.170 0.151 -0.202
H -0.298 -0.219 0.521
H 0.197 0.125 -0.545
H -0.823 -0.668 0.136
H 0.534 -0.464 -0.777
C -0.688 1.084 0.753
C 1.227 -0.776 -1.887
O -0.640 -0.299 0.834
C -0.382 0.880 0.640
H 0.224 -0.091 0.164
H -0.153 0.174 -0.020
H 0.010 -0.522 -0.070
H -0.064 -0.242 -0.359
H 0.379 -0.274 -0.068
H 0.068 0.069 0.106
C -0.120 0.670 0.615
C -0.022 -2.146 0.492
O -0.255 0.672 -0.515
C 0.037 0.646 -0.282
H 0.231 -0.169 0.151
H 0.056 -0.144 -0.045
H 0.068 0.077 -0.037
H -0.046 0.176 -0.305
H -0.088 0.305 0.006
H 0.056 -0.145 -0.088
C 0.375 0.479 0.001
C 1.224 -0.029 -0.423
O -1.752 -0.264 -0.577
C -0.838 -1.349 1.043
H -0.580 0.182 -0.140
H -0.253 -0.574 0.216
H 0.167 0.292 0.037
H -0.489 0.281 -0.177
H 0.401 0.207 -0.218
H 0.388 0.920 -0.320
C -0.237 -0.592 -0.288
C -0.303 1.130 0.795
O -0.091 -0.324 -0.813
C 0.851 -0.263 0.210
H 0.134 -0.071 0.285
H 0.009 -0.133 0.001
H 0.257 0.133 0.554
H -0.597 0.120 0.100
H -0.191 0.126 -0.694
H 0.215 -0.124 -0.152
C 0.546 -0.143 0.344
C -0.041 0.808 -1.134
O -0.931 0.852 0.880
C -1.011 0.017 0.251
H 0.079 -0.066 0.252
H -0.220 -0.088 -0.304
H 0.102 0.032 0.071
H -0.043 0.155 -0.061
H 0.136 -0.035 0.133
H 0.416 -0.247 0.016